{
  "formula": "C17H30AuN6O2P",
  "method": "ωB97M-V/def2-TZVPD",
  "species": ["Au", "N", "N", "C", "N", "N", "N", "O", "O", "H", "H", "H", "H", "H", "N", "C", "C", "C", "C", "C", "C", "C", "H", "H", "H", "H", "C", "C", "C", "P", "C", "C", "C", "C", "C", "C", "H", "H", "H", "H", "H", "H", "H", "H", "H", "H", "H", "H", "H", "H", "H", "H", "H", "H", "H", "H", "H"],
  "coordinates": [[0.2819, 0.7583, -0.6756], [1.0861, 1.3158, 2.8923], [0.0315, 2.0684, 3.4281], [-1.2685, 1.7322, 3.2772], [-2.1635, 2.5429, 3.8625], [-1.4813, 0.6194, 2.5907], [-2.7573, 0.3561, 2.1913], [-2.8638, -0.4739, 1.3096], [-3.7280, 0.9145, 2.7042], [1.1233, 1.5249, 1.8956], [0.8373, 0.3341, 2.9683], [0.2873, 2.6813, 4.1827], [-1.9097, 3.5038, 4.0187], [-3.1337, 2.2987, 3.7316], [-1.6447, 7.3163, 2.3033], [-1.3665, 6.3419, 1.7589], [-0.9915, 5.1160, 1.1092], [0.3479, 4.8505, 0.8353], [0.7033, 3.6368, 0.2688], [-0.2407, 2.6442, -0.0285], [-1.5830, 2.9577, 0.2375], [-1.9633, 4.1681, 0.7899], [1.1000, 5.5928, 1.0720], [1.7534, 3.4615, 0.0631], [-2.3567, 2.2297, 0.0195], [-3.0057, 4.3805, 0.9919], [2.5156, -2.7793, -3.1938], [2.3254, -1.4925, -2.3915], [2.3290, -0.2877, -3.3369], [0.8328, -1.4115, -1.3037], [-0.5315, -2.2325, -2.2464], [-0.5607, -3.7617, -2.2279], [-1.8969, -1.6784, -1.8329], [1.2622, -2.3410, 0.2333], [0.0426, -2.4264, 1.1540], [1.9616, -3.6908, 0.0879], [3.4610, -2.7269, -3.7372], [1.7232, -2.8960, -3.9352], [2.5374, -3.6728, -2.5738], [3.1617, -1.3808, -1.6912], [1.4603, -0.3095, -3.9998], [3.2225, -0.3068, -3.9638], [2.3053, 0.6545, -2.7907], [-0.3345, -1.9010, -3.2740], [-0.8054, -4.1346, -1.2331], [0.3759, -4.2155, -2.5442], [-1.3451, -4.1100, -2.9029], [-2.1393, -1.9305, -0.8006], [-2.6703, -2.1025, -2.4767], [-1.9383, -0.5922, -1.9170], [1.9772, -1.6499, 0.6971], [-0.6761, -3.1634, 0.7918], [-0.4788, -1.4727, 1.2483], [0.3576, -2.7451, 2.1503], [1.3381, -4.4264, -0.4183], [2.1880, -4.0824, 1.0819], [2.9052, -3.6059, -0.4508]],
  "lowdin_charge": [0.70, 0.05, -0.02, -0.42, 0.19, 0.14, -0.44, 0.03, 0.01, 0.02, 0.07, 0.14, 0.11, 0.08, 0.14, -0.20, -0.26, -0.05, -0.16, -0.37, -0.16, -0.06, 0.11, 0.08, 0.08, 0.12, -0.12, -0.54, -0.15, 0.90, -0.53, -0.11, -0.13, -0.55, -0.13, -0.11, 0.08, 0.08, 0.05, 0.11, 0.08, 0.08, 0.04, 0.10, 0.07, 0.05, 0.08, 0.06, 0.08, 0.05, 0.10, 0.07, 0.02, 0.08, 0.06, 0.08, 0.06],
  "e_above_lowest_kj_mol": 3.50,
  "e_tot_ha": -1621.74301,
  "lumo_energy_ha": 0.018,
  "mol_weight_g_mol": 578.408,
  "gap_ev": 9.39
}

{
  "formula": "C5H13N5",
  "method": "ωB97M-V/def2-TZVPD",
  "species": ["C", "C", "N", "C", "N", "N", "C", "N", "C", "N", "H", "H", "H", "H", "H", "H", "H", "H", "H", "H", "H", "H", "H"],
  "coordinates": [[-0.3366, 2.3409, 1.2533], [0.1801, 1.5082, 0.0586], [-0.8738, 1.0497, -0.8230], [-1.1176, -0.1829, -1.1920], [-1.9999, -0.4372, -2.1740], [-0.4361, -1.2120, -0.6249], [0.6748, -1.0401, 0.2101], [0.7529, -2.1429, 1.3954], [1.9014, -0.3783, -0.1127], [1.0355, 0.2826, 0.7731], [0.4157, 2.3742, 1.9870], [-1.0589, 1.8588, 1.8616], [-0.6519, 3.2988, 1.1344], [0.9941, 1.9020, -0.5563], [-1.5141, 1.8161, -1.0700], [-2.3908, -1.4172, -2.3505], [-2.4697, 0.2132, -2.7295], [-0.5037, -2.1182, -1.0811], [0.0343, -1.8711, 2.0769], [1.7054, -2.1243, 1.7627], [0.6646, -3.1487, 0.9492], [2.8541, -0.7618, 0.2423], [2.1401, 0.1902, -0.9906]],
  "lowdin_charge": [0.01, -0.17, 0.17, -0.32, 0.24, 0.18, -0.35, 0.29, -0.07, 0.09, 0.08, 0.09, 0.06, 0.15, 0.20, 0.19, 0.12, 0.18, 0.18, 0.16, 0.23, 0.14, 0.14],
  "e_above_lowest_kj_mol": 116.11,
  "smiles": "C[C@@H]1NC(=[NH2+])N[C@@]2([NH3+])CN12",
  "total_charge": 2,
  "e_tot_ha": -471.42373,
  "lumo_energy_ha": -0.256,
  "mol_weight_g_mol": 143.194,
  "gap_ev": 11.21
}

{
  "formula": "C20H20BN7O2OsS2",
  "method": "ωB97M-V/def2-TZVPD",
  "species": ["Os", "O", "C", "N", "C", "O", "C", "C", "C", "C", "C", "N", "C", "C", "C", "C", "C", "N", "H", "H", "H", "H", "H", "H", "H", "H", "C", "N", "C", "C", "N", "B", "N", "C", "C", "N", "C", "C", "S", "C", "S", "H", "H", "H", "H", "H", "H", "H", "H", "H", "H", "H", "H"],
  "coordinates": [[-0.0841, 1.3320, 1.4163], [-2.1314, 2.7853, -1.6720], [-1.4579, 2.6382, -0.6996], [-1.5178, 1.5211, 0.1875], [-2.3939, 0.4230, 0.0234], [-3.1331, 0.2460, -0.8989], [-2.2908, -0.5216, 1.1931], [-3.2598, -1.4778, 1.3982], [-3.1559, -2.2983, 2.5144], [-2.0855, -2.1223, 3.3744], [-1.1470, -1.1425, 3.0953], [-1.2375, -0.3532, 2.0223], [-0.4277, 3.6417, -0.2367], [-0.3858, 4.9045, -0.7803], [0.5680, 5.7985, -0.3049], [1.4437, 5.3853, 0.6833], [1.3461, 4.0949, 1.1803], [0.4218, 3.2420, 0.7355], [-4.0731, -1.5598, 0.6910], [-3.9036, -3.0537, 2.7130], [-1.9737, -2.7276, 4.2620], [-0.3050, -0.9756, 3.7502], [-1.0923, 5.1668, -1.5548], [0.6234, 6.8017, -0.7029], [2.2016, 6.0473, 1.0756], [2.0194, 3.7271, 1.9435], [-2.4773, -1.6715, -3.4477], [-1.0748, -1.2893, -3.2839], [-0.3638, -0.5472, -4.1372], [0.9228, -0.4559, -3.6252], [0.9791, -1.1330, -2.4750], [2.3987, -1.3785, -1.7965], [2.3130, -1.8261, -0.3010], [2.6505, -3.0767, 0.1335], [2.6679, -3.0649, 1.4911], [2.3450, -1.7903, 1.8811], [2.4402, -1.3150, 3.2560], [2.1232, -1.0573, 0.7737], [1.8710, 0.6743, 0.6956], [-0.2642, -1.6604, -2.2242], [-0.7352, -2.6209, -0.9627], [-2.7595, -1.4759, -4.4779], [-3.1005, -1.0924, -2.7727], [-2.5819, -2.7321, -3.2314], [-0.7779, -0.1437, -5.0443], [1.7833, 0.0386, -4.0407], [2.9913, -0.3385, -1.8589], [2.9130, -2.2708, -2.4052], [2.8608, -3.8709, -0.5582], [2.9080, -3.8319, 2.2044], [2.0931, -2.0994, 3.9249], [1.8303, -0.4206, 3.3819], [3.4756, -1.0723, 3.4912]],
  "lowdin_charge": [1.08, 0.18, -0.38, -0.06, -0.42, 0.15, -0.23, 0.02, 0.01, 0.00, -0.10, -0.07, -0.18, 0.04, 0.01, 0.00, -0.10, -0.13, 0.14, 0.13, 0.13, 0.10, 0.14, 0.13, 0.13, 0.12, 0.02, -0.08, 0.06, 0.02, 0.03, -0.39, -0.02, -0.03, 0.01, -0.09, 0.00, -0.62, 0.73, -0.69, 0.92, 0.11, 0.08, 0.09, 0.16, 0.15, 0.08, 0.09, 0.14, 0.14, 0.11, 0.05, 0.12],
  "total_charge": 2,
  "e_tot_ha": -2219.29768,
  "lumo_energy_ha": [-0.360, -0.360],
  "mol_weight_g_mol": 655.603,
  "gap_ev": [3.01, 3.01]
}

{
  "formula": "C35H35Cl2CuNO6P2S3",
  "method": "ωB97M-V/def2-TZVPD",
  "species": ["Cu", "C", "S", "C", "C", "C", "N", "P", "C", "C", "C", "C", "C", "C", "C", "C", "C", "C", "C", "C", "P", "C", "C", "C", "C", "C", "C", "C", "C", "C", "C", "C", "C", "H", "H", "H", "H", "H", "H", "H", "H", "H", "H", "H", "H", "H", "H", "H", "H", "H", "H", "H", "H", "H", "H", "H", "H", "H", "H", "H", "H", "H", "O", "S", "O", "O", "C", "C", "C", "C", "C", "C", "S", "O", "O", "O", "H", "H", "H", "H", "Cl", "C", "Cl", "H", "H"],
  "coordinates": [[0.8151, 0.0827, -0.6765], [-4.0215, -4.2119, 3.3991], [-3.3117, -5.3780, 2.2010], [-1.5528, -5.3790, 2.7250], [-0.6511, -4.5265, 1.8369], [-1.1644, -3.0845, 1.7845], [-0.3753, -2.1798, 0.9671], [-0.6875, -1.7639, -0.6697], [-0.5043, -3.3802, -1.5116], [0.6780, -3.6152, -2.1997], [0.8870, -4.8323, -2.8231], [-0.0860, -5.8174, -2.7598], [-1.2748, -5.5799, -2.0874], [-1.4859, -4.3639, -1.4654], [-2.4767, -1.5436, -0.9387], [-2.9093, -1.6755, -2.2591], [-4.2395, -1.4885, -2.5768], [-5.1536, -1.1871, -1.5797], [-4.7251, -1.0513, -0.2703], [-3.3881, -1.2071, 0.0524], [0.7280, -0.9369, 1.4941], [2.1210, -2.0669, 1.9166], [2.0755, -2.7674, 3.1162], [3.0235, -3.7365, 3.3862], [4.0113, -4.0145, 2.4574], [4.0495, -3.3235, 1.2570], [3.1047, -2.3484, 0.9842], [0.3957, -0.2751, 3.1549], [-0.8580, -0.1181, 3.7326], [-0.9758, 0.4992, 4.9680], [0.1443, 0.9852, 5.6218], [1.3971, 0.8299, 5.0487], [1.5244, 0.1999, 3.8263], [-5.0816, -4.1504, 3.1821], [-3.5688, -3.2338, 3.2840], [-3.8746, -4.5863, 4.4073], [-1.2350, -6.4213, 2.6944], [-1.5371, -5.0218, 3.7544], [-0.6183, -4.9470, 0.8326], [0.3634, -4.5471, 2.2387], [-1.1791, -2.6917, 2.8055], [-2.1868, -3.1106, 1.3950], [1.4164, -2.8242, -2.2368], [1.8050, -5.0122, -3.3611], [0.0791, -6.7697, -3.2401], [-2.0398, -6.3413, -2.0459], [-2.4116, -4.1775, -0.9407], [-2.1891, -1.9220, -3.0277], [-4.5665, -1.5830, -3.6012], [-6.1971, -1.0521, -1.8236], [-5.4362, -0.8066, 0.5058], [-3.0436, -1.0285, 1.0591], [1.2987, -2.5490, 3.8367], [2.9848, -4.2802, 4.3184], [4.7499, -4.7712, 2.6693], [4.8134, -3.5558, 0.5337], [3.1165, -1.7891, 0.0567], [-1.7392, -0.4673, 3.2141], [-1.9482, 0.6185, 5.4225], [0.0455, 1.4829, 6.5766], [2.2790, 1.2057, 5.5460], [2.5012, 0.0833, 3.3797], [-2.4471, 1.8848, -0.3113], [-1.1174, 1.6697, 0.2100], [-1.0376, 0.3386, 0.8684], [-0.0911, 1.8400, -0.8102], [-0.8923, 2.7323, 1.6170], [-2.0479, 3.1364, 2.2672], [-1.9627, 3.7362, 3.5127], [-0.7216, 3.9534, 4.0922], [0.4292, 3.5588, 3.4282], [0.3409, 2.9177, 2.2022], [1.9002, 2.4212, 1.4351], [2.8841, 2.5122, 2.4863], [2.1017, 3.2723, 0.3022], [1.7435, 0.9541, 1.0276], [-2.9966, 2.9557, 1.7863], [-2.8625, 4.0260, 4.0327], [-0.6515, 4.4265, 5.0615], [1.4092, 3.7091, 3.8563], [-1.1229, 3.0643, -3.3730], [-1.7553, 1.4320, -3.2530], [-0.4420, 0.2464, -3.2441], [-2.3763, 1.2278, -4.1234], [-2.3072, 1.3544, -2.3110]],
  "lowdin_spin": [0.28, 0.00, 0.00, 0.00, 0.00, 0.01, 0.04, 0.07, 0.01, 0.00, 0.00, 0.00, 0.00, 0.00, 0.01, 0.01, 0.00, 0.00, 0.00, 0.01, 0.27, 0.05, 0.01, 0.00, 0.00, 0.00, 0.00, 0.01, 0.01, 0.00, 0.01, 0.00, 0.01, 0.00, 0.00, 0.00, 0.00, 0.00, 0.00, 0.00, 0.00, 0.00, 0.00, 0.00, 0.00, 0.00, 0.00, 0.00, 0.00, 0.00, 0.00, 0.00, 0.00, 0.00, 0.00, 0.00, 0.00, 0.00, 0.00, 0.00, 0.00, 0.00, 0.01, 0.00, 0.04, 0.00, 0.00, 0.00, 0.00, 0.00, 0.00, 0.00, 0.01, 0.01, 0.01, 0.10, 0.00, 0.00, 0.00, 0.00, 0.00, 0.00, 0.00, 0.00, 0.00],
  "multiplicity": 2,
  "e_tot_ha": -6299.04358,
  "lumo_energy_ha": [0.004, -0.056],
  "mol_weight_g_mol": 858.267,
  "gap_ev": [7.97, 7.26]
}

{
  "formula": "C5H11NO2",
  "method": "ωB97M-V/def2-TZVPD",
  "species": ["C", "C", "C", "N", "C", "C", "O", "O", "H", "H", "H", "H", "H", "H", "H", "H", "H", "H", "H"],
  "coordinates": [[1.4672, 0.0802, 1.2990], [-1.5429, -0.8677, 1.0580], [-0.2286, 0.1485, -2.5043], [0.2575, 0.6794, 0.4341], [-0.7603, -0.2122, -0.0422], [-0.9766, -0.4281, -1.3407], [2.6722, 0.5578, 0.7823], [1.0743, 0.6190, 2.4608], [2.8892, 1.3374, 1.3135], [0.1968, 1.1190, 1.6636], [0.6234, 1.2839, -0.2949], [1.4616, -1.0122, 1.1983], [-1.7982, -1.0892, -1.5941], [-2.0802, -0.1170, 1.6437], [-2.2612, -1.5782, 0.6524], [-0.8853, -1.3906, 1.7557], [-0.8461, 0.8664, -3.0525], [0.7007, 0.6456, -2.2221], [0.0366, -0.6421, -3.2104]],
  "lowdin_charge": [-0.52, -0.04, -0.09, 0.06, -0.33, -0.10, 0.01, -0.12, 0.10, 0.18, 0.12, 0.15, 0.10, 0.09, 0.08, 0.08, 0.08, 0.06, 0.08],
  "e_above_lowest_kj_mol": 252.86,
  "e_tot_ha": -402.28183,
  "lumo_energy_ha": 0.032,
  "mol_weight_g_mol": 117.148,
  "gap_ev": 10.07
}

{
  "formula": "C18H32AlNO2P2",
  "method": "ωB97M-V/def2-TZVPD",
  "species": ["C", "C", "N", "C", "C", "C", "C", "P", "Al", "P", "C", "C", "C", "C", "C", "C", "C", "O", "O", "H", "H", "H", "C", "C", "H", "H", "H", "H", "C", "C", "H", "H", "H", "H", "H", "H", "H", "H", "H", "H", "H", "H", "H", "H", "H", "H", "H", "H", "H", "H", "H", "H", "C", "H", "H", "H"],
  "coordinates": [[1.1551, -3.9670, 0.1168], [1.0046, -2.6005, -0.1022], [0.1689, -1.8619, 0.6722], [-0.5036, -2.4429, 1.6923], [-0.3813, -3.8060, 1.9462], [0.4614, -4.5810, 1.1513], [1.7620, -1.9509, -1.2296], [2.0324, -0.1600, -0.9145], [-0.0331, 0.1501, 0.3244], [-1.9489, -0.0684, 1.7459], [-1.4074, -1.6107, 2.5871], [-0.2871, 2.1372, -0.2371], [0.6953, 3.0869, 0.0291], [0.4919, 4.4264, -0.3532], [-0.6722, 4.7955, -1.0258], [-1.6470, 3.8349, -1.2994], [-1.4566, 2.5026, -0.8884], [0.4395, -1.9768, -3.7162], [-0.8310, 0.3874, -3.3750], [1.8284, -4.5130, -0.5410], [-0.9520, -4.2196, 2.7720], [0.5730, -5.6431, 1.3403], [3.5945, -0.0674, 0.0027], [2.3345, 0.6353, -2.5056], [-2.3141, -2.1794, 2.8475], [-0.8950, -1.3358, 3.5243], [1.2072, -2.0574, -2.2165], [2.7563, -2.4158, -1.3390], [-2.3606, 1.1675, 2.9957], [-3.5056, -0.5691, 0.9715], [1.6184, 2.8126, 0.5419], [1.2621, 5.1629, -0.1180], [-0.8211, 5.8339, -1.3394], [-2.5589, 4.0987, -1.8314], [-2.2368, 1.7598, -1.0765], [-1.0085, 0.2556, -2.4018], [-0.8360, 1.3532, -3.5101], [-0.0995, -1.1357, -3.6740], [-0.1954, -2.6880, -3.8871], [-0.9478, -0.1587, -0.9797], [4.4119, -0.4735, -0.6091], [3.7977, 0.9853, 0.2442], [3.5184, -0.6324, 0.9404], [3.2151, 0.1898, -2.9870], [1.4570, 0.5330, -3.1568], [2.5084, 1.7034, -2.3229], [-4.2225, -0.8706, 1.7486], [-3.8985, 0.2783, 0.3949], [-3.3171, -1.4029, 0.2829], [-3.1751, 0.8027, 3.6341], [-1.4819, 1.3976, 3.6084], [-2.6715, 2.0856, 2.4782], [0.9394, 0.6716, 2.0082], [0.4079, 1.4601, 2.5651], [1.9451, 1.0547, 1.7700], [1.0798, -0.1736, 2.7008]],
  "lowdin_charge": [-0.02, -0.26, 0.07, -0.27, -0.02, -0.04, -0.26, 0.90, -0.23, 0.88, -0.25, -0.27, -0.13, -0.11, -0.13, -0.11, -0.17, -0.10, -0.13, 0.12, 0.12, 0.11, -0.24, -0.22, 0.09, 0.10, 0.07, 0.10, -0.23, -0.25, 0.08, 0.09, 0.09, 0.09, 0.07, -0.04, 0.07, 0.02, 0.06, -0.01, 0.05, 0.05, 0.05, 0.05, 0.03, 0.05, 0.05, 0.05, 0.05, 0.05, 0.04, 0.06, -0.22, 0.00, -0.02, 0.00],
  "e_above_lowest_kj_mol": 0.00,
  "e_tot_ha": -1835.45861,
  "lumo_energy_ha": 0.012,
  "mol_weight_g_mol": 383.389,
  "gap_ev": 7.13
}